# 1
{"formula": "C24H45NO4S2", "method": "wB97M-V/def2-TZVPD", "gap_ev": 7.01, "lumo_energy_ev": 0.3, "homo_ev": -6.7, "relative_energy_ev": 13.876, "species": ["C", "C", "N", "C", "C", "C", "C", "C", "O", "C", "H", "H", "H", "H", "H", "H", "H", "H", "H", "H", "H", "H", "H", "H", "H", "H", "H", "H", "H", "H", "O", "H", "C", "S", "O", "C", "H", "H", "H", "H", "H", "H", "C", "S", "O", "C", "H", "H", "H", "H", "H", "H", "C", "C", "C", "C", "C", "C", "H", "H", "H", "H", "H", "H", "C", "C", "C", "C", "C", "C", "H", "H", "H", "H", "H", "H"], "xyz": [[-0.470, -3.323, 0.747], [0.180, -2.059, 0.207], [0.670, -2.171, -1.233], [1.875, -3.024, -1.284], [-0.427, -2.797, -2.189], [-1.749, -1.970, -2.320], [1.160, -0.832, -1.773], [1.346, -0.699, -3.276], [2.081, 0.451, -3.450], [2.299, 0.732, -4.854], [-0.983, -3.228, 1.631], [0.262, -4.101, 0.776], [-1.331, -3.750, 0.110], [0.795, -1.613, 0.915], [-0.718, -1.174, 0.443], [2.837, -2.665, -0.767], [2.303, -3.298, -2.272], [1.593, -4.047, -0.741], [-0.576, -3.753, -1.970], [0.065, -2.883, -3.330], [-2.329, -2.527, -3.053], [-1.618, -0.955, -2.469], [-2.102, -2.033, -1.298], [2.023, -0.640, -1.077], [0.517, 0.030, -1.300], [0.222, -0.845, -3.554], [1.950, -1.491, -3.684], [2.491, 1.816, -4.995], [1.543, 0.741, -5.389], [3.150, 0.223, -5.467], [0.939, 0.911, 1.107], [0.417, 0.913, 1.913], [4.568, -1.633, -0.795], [2.876, -1.655, -0.023], [2.678, -3.130, 0.234], [3.324, -0.981, 1.598], [5.361, -2.158, -0.382], [4.866, -0.650, -0.516], [4.347, -1.717, -1.864], [3.610, 0.011, 1.454], [4.249, -1.364, 2.051], [2.571, -1.183, 2.368], [-2.721, 0.681, 2.000], [-2.412, 1.095, 0.264], [-2.988, -0.043, -0.569], [-3.464, 2.487, -0.009], [-1.890, 0.735, 2.710], [-3.050, -0.271, 2.154], [-3.571, 1.331, 2.260], [-3.079, 3.517, -0.061], [-4.416, 2.360, 0.434], [-3.621, 2.307, -1.091], [-0.874, -1.348, 5.685], [-0.193, -0.004, 5.583], [0.227, 0.382, 4.164], [-0.209, -0.396, 3.035], [-1.064, -1.535, 3.101], [-1.375, -2.115, 4.582], [-0.954, -1.850, 6.563], [-0.074, 0.533, 6.509], [0.807, 1.283, 3.865], [0.314, -0.316, 2.114], [-1.341, -2.018, 2.221], [-1.834, -3.124, 4.447], [-1.281, 4.832, -2.322], [-2.106, 6.100, -1.684], [-2.357, 6.263, -0.342], [-1.850, 5.238, 0.492], [-1.150, 4.129, 0.047], [-0.920, 3.889, -1.327], [-1.012, 4.859, -3.334], [-2.302, 6.769, -2.434], [-2.805, 7.076, 0.019], [-2.146, 5.379, 1.505], [-0.751, 3.274, 0.718], [-0.400, 3.023, -1.527]]}



# 2
{"formula": "C24H46B2HfN10O4S3", "method": "wB97M-V/def2-TZVPD", "gap_ev": 8.24, "lumo_energy_ev": -4.3, "homo_ev": -12.6, "charge": 2, "relative_energy_ev": 0.269, "species": ["Hf", "C", "N", "C", "C", "N", "B", "N", "C", "C", "N", "C", "C", "S", "C", "S", "H", "H", "H", "H", "H", "H", "H", "H", "H", "H", "H", "H", "N", "C", "C", "C", "C", "N", "C", "N", "N", "C", "O", "O", "H", "H", "H", "H", "H", "H", "H", "H", "H", "H", "H", "H", "H", "H", "C", "C", "C", "O", "B", "O", "C", "C", "C", "H", "H", "H", "H", "H", "H", "H", "H", "H", "H", "H", "H", "S", "C", "N", "C", "C", "C", "N", "H", "H", "H", "H", "H", "H", "H", "H"], "xyz": [[0.018, -0.192, 0.358], [4.645, -1.539, -2.486], [4.163, -2.127, -1.247], [4.499, -3.375, -0.753], [3.842, -3.522, 0.416], [3.118, -2.368, 0.643], [2.150, -2.110, 1.806], [2.588, -0.907, 2.676], [3.854, -0.645, 3.150], [3.798, 0.481, 3.894], [2.488, 0.909, 3.868], [1.953, 2.091, 4.531], [1.767, 0.050, 3.126], [0.053, 0.197, 2.900], [3.318, -1.533, -0.386], [2.639, 0.035, -0.565], [5.166, -2.304, -3.053], [5.326, -0.716, -2.275], [3.803, -1.167, -3.065], [5.176, -4.028, -1.274], [3.833, -4.339, 1.114], [1.990, -3.107, 2.451], [1.055, -1.799, 1.335], [4.689, -1.283, 2.921], [4.560, 1.010, 4.437], [2.774, 2.625, 4.999], [1.231, 1.799, 5.290], [1.466, 2.735, 3.802], [-0.369, 0.535, -1.909], [-0.750, 1.958, -1.949], [-0.621, 2.633, -3.309], [0.730, 2.547, -4.024], [1.913, 3.218, -3.326], [1.617, 4.596, -2.947], [2.232, 5.699, -3.331], [3.106, 5.715, -4.340], [1.959, 6.843, -2.695], [-0.017, 2.647, -0.793], [0.197, 3.847, -0.796], [0.269, 1.854, 0.188], [0.547, 0.395, -2.331], [-1.023, -0.057, -2.413], [-1.798, 2.002, -1.637], [-0.906, 3.679, -3.181], [-1.373, 2.199, -3.972], [0.604, 3.003, -5.009], [1.002, 1.504, -4.214], [2.784, 3.181, -3.979], [2.199, 2.682, -2.418], [0.991, 4.644, -2.137], [3.268, 4.902, -4.904], [3.552, 6.570, -4.621], [1.350, 6.848, -1.895], [2.342, 7.721, -3.000], [-5.359, -0.785, -0.075], [-4.577, -0.444, 1.185], [-5.365, -0.828, 2.420], [-3.354, -1.252, 1.146], [-2.338, -0.482, 0.644], [-2.724, 0.842, 0.518], [-4.018, 1.009, 1.193], [-4.842, 2.015, 0.417], [-3.704, 1.531, 2.587], [-5.565, -1.855, -0.085], [-4.791, -0.536, -0.973], [-6.310, -0.254, -0.104], [-5.706, -1.859, 2.329], [-6.245, -0.191, 2.521], [-4.765, -0.741, 3.323], [-4.933, 1.738, -0.631], [-4.370, 2.995, 0.482], [-5.844, 2.094, 0.842], [-3.090, 0.822, 3.145], [-4.617, 1.720, 3.151], [-3.154, 2.467, 2.498], [0.050, -2.455, -1.187], [-0.546, -3.771, -0.234], [-1.442, -3.603, 0.718], [-1.976, -4.698, 1.529], [-0.929, -5.787, 1.646], [-0.474, -6.188, 0.254], [-0.073, -4.987, -0.484], [-1.872, -2.691, 0.812], [-2.884, -5.081, 1.057], [-2.246, -4.290, 2.500], [-1.343, -6.652, 2.161], [-0.080, -5.423, 2.228], [-1.274, -6.701, -0.283], [0.385, -6.855, 0.299], [0.607, -5.062, -1.223]]}



# 3
{"formula": "C24H46CaCl2N3O5Si", "method": "wB97M-V/def2-TZVPD", "gap_ev": 6.44, "lumo_energy_ev": 2.5, "homo_ev": -4.0, "charge": -1, "relative_energy_ev": 0.607, "species": ["C", "C", "H", "H", "H", "C", "C", "H", "H", "H", "H", "Ca", "Cl", "C", "O", "N", "C", "C", "H", "H", "H", "H", "H", "H", "H", "H", "H", "C", "C", "N", "H", "C", "O", "H", "H", "H", "H", "H", "H", "C", "C", "N", "H", "C", "O", "H", "H", "H", "H", "O", "C", "C", "C", "H", "C", "H", "C", "H", "C", "C", "H", "H", "H", "Si", "Cl", "C", "C", "C", "H", "H", "H", "H", "H", "H", "H", "H", "H", "C", "O", "H", "H", "H"], "xyz": [[2.899, -2.371, -1.162], [2.665, -1.639, -2.465], [2.039, -2.272, -0.480], [3.769, -1.933, -0.641], [3.069, -3.450, -1.295], [2.799, -2.244, -3.655], [3.256, -3.645, -3.864], [2.646, -1.682, -4.563], [2.649, -4.397, -3.354], [4.284, -3.780, -3.514], [3.242, -3.879, -4.927], [1.484, 0.461, 0.866], [3.186, 2.465, 0.672], [-0.066, 3.161, 1.244], [-0.333, 1.928, 1.185], [-1.005, 4.096, 1.278], [-2.396, 3.680, 1.202], [-0.707, 5.520, 1.227], [0.975, 3.509, 1.269], [-2.563, 2.840, 1.879], [-2.680, 3.392, 0.184], [-2.989, 4.536, 1.507], [0.172, 5.731, 1.845], [-1.583, 6.045, 1.615], [-0.509, 5.871, 0.203], [-3.259, 1.582, 5.334], [-1.092, 2.558, 5.567], [-2.846, 0.583, 5.192], [-0.582, 1.608, 5.380], [-1.491, 0.703, 4.679], [-3.425, 0.016, 4.465], [-1.081, -0.172, 3.764], [-1.774, -0.960, 3.153], [0.316, 1.776, 4.779], [0.159, -0.050, 3.565], [-2.852, 0.071, 6.161], [-0.274, 1.215, 6.362], [-0.635, -5.004, 3.926], [0.099, -4.921, 0.421], [-1.349, -4.513, 3.245], [-0.864, -4.537, 0.789], [-0.684, -3.905, 2.089], [-1.883, -3.746, 3.821], [0.112, -2.827, 2.211], [0.501, -2.093, 1.274], [-1.232, -3.787, 0.077], [0.431, -2.636, 3.262], [-2.068, -5.260, 2.881], [-1.578, -5.360, 0.911], [2.073, 0.204, -1.054], [2.519, -0.099, -2.287], [1.198, 0.223, -4.553], [1.913, 0.720, -3.449], [0.875, -0.815, -4.594], [0.839, 1.064, -5.621], [3.591, 0.240, -2.245], [2.136, 2.101, -3.385], [0.400, 0.641, -6.529], [1.051, 2.436, -5.524], [1.746, 2.953, -4.421], [2.626, 2.487, -2.489], [0.746, 3.092, -6.341], [1.982, 4.019, -4.370], [-2.391, -0.302, -2.483], [-0.962, -1.722, -2.934], [-3.269, -0.029, -4.128], [-1.324, 1.270, -2.257], [-2.622, -0.727, -0.661], [-2.464, 0.210, -4.869], [-3.959, 0.828, -4.202], [-3.806, -0.905, -4.528], [-1.898, -1.520, -0.420], [-3.589, -1.068, -0.298], [-2.362, 0.141, -0.039], [-0.431, 1.210, -2.904], [-0.955, 1.267, -1.219], [-1.871, 2.206, -2.458], [2.266, -0.512, 4.173], [1.404, 0.137, 3.238], [2.059, -0.229, 5.217], [3.294, -0.194, 3.951], [2.236, -1.614, 4.118]]}